52
Properties=species:S:1:pos:R:3:forces:R:3:lowdin_charge:R:1 method="wB97M-V/def2-TZVPD" relative_energy_kcal_mol=93.0 homo_lumo_gap_ha=0.1934 smiles="CN1/C(=C/c2ccccc2)Sc2ccccc21.CCOC(=O)/N=N/C(=O)OCC"
C 1.633108 1.424859 2.906687 -0.17 -0.03 0.03 -0.02
N 0.335831 0.772391 2.916504 0.06 0.41 0.44 -0.12
C 0.055076 -0.349163 2.165959 1.03 -0.60 -1.43 -0.47
C 0.903295 -0.935564 1.252531 -0.65 0.91 1.31 -0.09
C 0.636931 -2.212522 0.633031 -0.27 -1.03 -0.60 -0.26
C -0.009038 -3.271571 1.321872 0.21 0.36 -0.37 -0.09
C -0.367838 -4.434209 0.642070 0.26 -0.04 -0.38 -0.09
C -0.010694 -4.606599 -0.704420 0.08 0.38 0.11 -0.10
C 0.691235 -3.588582 -1.375199 -0.12 -0.36 0.32 -0.09
C 1.019232 -2.413611 -0.713312 -0.19 0.22 0.28 -0.05
S -1.637818 -0.820998 2.352908 0.12 0.04 0.47 1.10
C -1.913639 0.543267 3.415494 -0.25 0.65 0.50 -0.46
C -3.121481 0.960391 3.969811 0.52 -0.10 -0.12 -0.09
C -3.162178 2.170551 4.668847 0.22 0.24 0.12 -0.10
C -2.003662 2.949534 4.836356 -0.10 -0.59 -0.24 -0.09
C -0.775349 2.513552 4.313609 -0.29 -0.17 0.04 -0.02
C -0.748360 1.299939 3.617847 -0.11 0.25 -0.61 -0.24
H 2.329892 0.815061 2.333765 -0.05 0.14 0.18 0.07
H 1.565342 2.420504 2.454245 0.00 -0.12 -0.05 0.10
H 2.017694 1.541782 3.924931 -0.08 -0.07 -0.07 0.10
H 1.775078 -0.382302 0.917630 -0.01 -0.16 0.16 0.09
H -0.197185 -3.180883 2.397977 -0.04 0.00 -0.50 0.10
H -0.916399 -5.221326 1.163378 0.24 0.19 -0.12 0.10
H -0.259679 -5.531099 -1.227406 0.00 0.28 0.15 0.10
H 0.974266 -3.709472 -2.420859 -0.10 -0.02 0.25 0.10
H 1.527980 -1.594594 -1.243484 -0.28 -0.54 0.27 0.08
H -3.995206 0.331458 3.827674 -0.05 0.27 0.08 0.11
H -4.110829 2.524516 5.074700 0.29 -0.12 -0.09 0.10
H -2.063818 3.899694 5.366003 0.04 -0.26 -0.13 0.10
H 0.130461 3.115057 4.415392 -0.33 -0.19 0.00 0.10
C -4.612502 1.153977 -3.714985 -0.08 0.26 -0.02 -0.07
C -3.507429 0.123750 -3.709447 0.05 0.11 0.02 -0.21
O -2.228359 0.819963 -3.645429 0.44 -1.04 0.28 0.00
C -1.171937 -0.005679 -3.463722 -1.04 -1.01 0.77 -0.49
O -1.165165 -1.214504 -3.549987 0.09 1.75 -0.02 0.13
N -0.054698 0.866669 -3.174662 2.84 -0.18 -0.15 0.17
N 0.986012 0.296846 -2.744759 -2.46 0.01 -1.57 0.16
C 2.190962 1.086626 -2.938642 0.49 1.27 0.45 -0.50
O 2.330925 2.078136 -3.619562 -0.29 -1.45 0.80 0.13
O 3.148999 0.468888 -2.216699 -0.39 0.91 -0.54 -0.01
C 4.391892 1.222463 -2.191388 0.12 -0.15 0.07 -0.21
C 5.374920 0.465584 -1.334677 0.13 -0.23 0.15 -0.07
H -5.571751 0.634240 -3.714153 0.01 0.01 -0.01 0.08
H -4.581309 1.803432 -2.837967 0.09 -0.17 0.05 0.08
H -4.587156 1.810055 -4.588045 0.13 -0.19 -0.04 0.08
H -3.583332 -0.518324 -2.819852 0.08 0.06 -0.36 0.13
H -3.532489 -0.491672 -4.616860 0.09 0.05 0.27 0.13
H 4.759868 1.330875 -3.219634 -0.17 0.06 0.26 0.13
H 4.186570 2.216993 -1.769837 0.00 -0.24 -0.25 0.13
H 6.306352 1.030522 -1.284925 0.01 -0.01 0.00 0.08
H 5.016887 0.315822 -0.313539 -0.09 0.15 -0.09 0.08
H 5.600504 -0.524747 -1.735760 -0.06 0.11 -0.12 0.08